[1]
The following is a quantum chemistry calculation of C13H19NO7 in the gas phase at a distorted geometry, from the OMol25 dataset.

Structure (XYZ):
```
40
Properties=species:S:1:pos:R:3:forces:R:3
C -2.0130 -6.8721 0.1865 0.826 1.536 -0.009
C -1.3027 -5.7339 0.4791 -1.505 -2.179 -0.986
C -0.8088 -5.3157 1.8263 -0.089 -0.587 0.067
O -1.1930 -3.9448 2.0368 0.275 0.168 0.455
C -0.3845 -3.1912 2.8188 1.821 1.100 0.513
O 0.7394 -3.4801 3.2172 -1.260 -0.449 -0.364
N -0.9284 -1.9567 3.0690 -0.856 -0.446 -0.395
C -0.2794 -0.8581 3.7634 0.199 0.552 -0.810
C 0.8556 -0.1761 2.9094 -0.952 0.049 0.685
O 0.5239 -0.0200 1.4780 0.061 0.140 -0.252
C -0.3542 0.9199 1.0811 -1.718 0.828 0.747
O -0.9857 1.6393 1.8487 1.056 -0.835 -1.187
O -0.5455 0.9142 -0.2895 0.569 -0.758 1.455
C -1.4583 1.8472 -0.9049 0.852 0.883 -0.589
C -0.7390 3.1848 -1.1916 -1.300 -0.238 0.186
O 0.1602 3.0304 -2.2899 0.872 0.921 -0.134
C 0.6804 4.2073 -2.7962 -0.887 1.230 0.456
O 0.1853 5.3114 -2.6110 0.257 -1.619 0.236
C 1.9075 4.0925 -3.6102 0.996 -2.012 -1.766
C 2.4127 2.8629 -3.9163 -1.809 0.621 1.524
C 2.5549 5.3554 -4.1591 -0.424 -0.335 0.544
H -2.4286 -7.5981 0.8816 0.402 0.324 0.386
H -2.2443 -7.1474 -0.8528 0.207 0.477 0.407
H -1.0571 -5.1074 -0.3812 0.205 -0.003 0.370
H -1.2640 -5.9456 2.6190 0.301 0.377 -0.370
H 0.2874 -5.4367 1.8575 -0.400 0.318 0.173
H -1.7501 -1.7708 2.5180 -0.090 0.237 0.170
H -1.0018 -0.1159 4.1045 -0.380 -0.116 -0.658
H 0.1104 -1.1997 4.7121 0.691 -0.368 -0.005
H 1.6894 -0.8698 2.9968 0.137 0.189 -0.830
H 1.1424 0.7941 3.3608 -0.296 -0.434 -0.434
H -2.3766 2.0466 -0.3678 0.152 -0.100 0.807
H -1.8006 1.4136 -1.8551 0.550 -0.210 0.267
H -1.5086 3.9245 -1.4590 0.258 -0.116 0.116
H -0.2380 3.5263 -0.2737 0.104 -0.044 -0.399
H 1.8979 1.9732 -3.4901 0.593 0.699 -0.421
H 3.2915 2.7017 -4.5047 0.291 0.128 -0.321
H 3.0279 5.7984 -3.2912 0.270 0.585 -0.043
H 3.3052 5.1029 -4.8991 0.199 -0.169 0.042
H 1.8904 6.0934 -4.6211 -0.178 -0.341 0.367
```
Forces are in eV/Å.

As for the orbital gap: 0.3822 Ha. The total charge is 0. Its SMILES is C=CCOC(=O)NCCOC(=O)OCCOC(=O)C(=C)C. The value obtained for the molar mass is 301.3 g/mol. The largest force on an atom comes out at 2.86 eV Å⁻¹. Its calculated total energy is -1088.1762 a.u.

[2]
The following is a quantum chemistry calculation of C13H20AlEuO2 as an isolated structure at a distorted geometry, from the OMol25 dataset.

Structure (XYZ):
```
37
Properties=species:S:1:pos:R:3:forces:R:3
C -2.4213 2.1609 -2.4692 -0.883 -0.775 1.335
C -2.8931 0.6730 -2.8469 -1.725 -2.558 -3.275
O -3.3782 0.4856 -4.0002 2.595 1.351 3.956
O -2.7736 -0.4491 -2.0096 -0.319 3.561 -0.797
C -3.4158 -0.2278 -0.7172 -1.026 -1.017 2.480
C -2.8461 -1.2805 0.3593 0.905 1.316 -0.604
C -1.2316 -1.0062 0.4047 -0.489 0.739 0.827
Al -0.2155 -2.6663 -0.2134 -2.053 0.033 -0.747
C 1.6866 -2.5850 0.6723 3.981 -0.446 2.907
C 1.7599 -1.5750 1.9066 0.276 0.400 -0.707
C 2.3128 -0.1205 1.5510 0.323 2.608 -0.379
C 1.9059 1.0308 2.5448 2.398 0.448 -3.334
C 2.4356 2.4635 2.3034 0.653 -2.694 -1.897
C 3.3461 2.7784 1.0782 -1.499 -3.637 0.647
C 3.7155 1.6254 0.0825 -2.049 -0.687 2.560
C 3.2101 0.1639 0.2902 -1.202 3.220 2.827
H -3.3423 2.8366 -2.6352 1.725 -0.877 0.123
H -1.5898 2.4713 -3.2049 -2.778 0.166 1.654
H -2.0567 2.2309 -1.3735 -0.346 0.081 -1.881
H -3.2335 0.8138 -0.2663 -0.069 -1.357 -0.933
H -4.5418 -0.3765 -0.8278 1.465 0.291 -0.184
H -3.0738 -2.3696 0.1115 0.020 1.544 0.175
H -3.3227 -0.9946 1.3715 0.708 -0.624 -1.668
H -0.9305 -0.1324 -0.2942 -0.565 -1.118 1.035
H -1.0095 -0.6609 1.4696 -0.075 -0.372 -1.439
H -0.8986 -4.0348 0.2093 0.202 0.028 0.313
H 0.0271 -2.6667 -1.8088 0.416 0.343 0.003
H 2.5069 -2.4505 -0.1130 -1.615 0.100 0.722
H 1.8419 -3.6489 1.1054 -1.028 1.387 -1.019
H 2.4964 -2.0419 2.6715 -1.010 0.443 -1.235
H 0.7495 -1.5361 2.4549 1.582 0.105 -0.797
H 1.2195 0.7639 3.4289 1.301 0.598 -1.538
H 2.1394 3.2605 3.0730 0.646 -1.209 -1.482
H 3.7272 3.8405 0.9323 -0.500 -1.737 0.164
H 4.3833 1.8264 -0.8206 -0.955 -0.190 1.525
H 3.4977 -0.6423 -0.4675 -0.418 1.321 1.401
Eu 0.1151 2.1553 -4.0832 1.407 -0.784 -0.739
```
Forces are in eV/Å.

As for the orbital gap (alpha / beta): 0.1314 / 0.1379 Ha. The total charge is +2. The expectation value of S² is 12.01. The value obtained for the molar mass is 387.2 g/mol. The largest force on an atom comes out at 4.95 eV Å⁻¹. Its calculated total energy is -1609.4681 a.u. Its multiplicity is 7.